82
Properties=species:S:1:pos:R:3 method="wB97M-V/def2-TZVPD" spin_multiplicity=1 homo_lumo_gap_ev=1.08 charge=+1 homo_energy_ev=-7.3
C -5.99512 0.97343 1.49332
C -5.37527 1.63752 0.39374
N -4.82497 2.07827 -0.94358
C -3.32262 1.94700 -1.04098
C -2.61281 1.11613 0.18166
C -1.02933 0.81617 -0.26178
C -0.63104 -0.72082 0.24224
C 0.89149 -0.79889 0.90408
C 0.87324 -1.52154 2.39442
C 1.06736 -0.48618 3.64913
C 0.09400 0.83434 3.62117
Si -1.11293 0.99037 5.11586
C -1.50286 2.87691 5.37911
C -0.36728 0.36511 6.80473
C -2.77199 0.01148 4.83837
C -4.22847 0.72378 5.12629
C -5.56798 -0.19726 4.90408
C -5.46717 -1.74665 4.37141
C -4.00787 -2.46674 4.05454
C -2.66836 -1.53923 4.31407
C -5.31118 3.49576 -1.14621
C -6.26412 4.06082 0.09796
O -7.61714 3.97643 -0.02536
O -5.69005 4.70236 1.32225
H -6.59002 0.82222 2.51182
H -2.74687 2.97154 -1.13475
H -3.10563 1.36872 -2.06157
H -3.07452 0.06431 0.40485
H -2.55195 1.83300 1.11080
H -0.28209 1.62103 0.14943
H -0.99992 0.75859 -1.45231
H -0.72935 -1.45704 -0.69235
H -1.37012 -1.13240 1.05072
H 1.44547 0.24156 0.91580
H 1.51485 -1.51573 0.20157
H -0.12538 -2.13967 2.53052
H 1.75030 -2.31910 2.40758
H 2.20827 -0.14080 3.62231
H 0.87329 -1.08240 4.66294
H 0.78259 1.79241 3.58437
H -0.56749 0.81409 2.64970
H -1.50709 3.16943 6.53021
H -2.53487 3.14901 4.87792
H -0.69377 3.56169 4.87386
H 0.80178 0.31433 6.80719
H -0.76495 -0.71721 7.00448
H -0.75366 1.05785 7.68770
H -4.29314 1.84005 5.47919
H -6.64764 0.26099 5.11083
H -6.43158 -2.41400 4.19527
H -3.94615 -3.58936 3.70462
H -1.61910 -2.02151 4.12198
H -6.01269 3.53854 -2.10647
H -4.47040 4.29571 -1.29543
C 8.62126 0.66969 -6.80195
N 7.41274 0.04586 -6.22634
C 7.54807 -0.86049 -5.23219
C 6.42253 -1.43744 -4.63819
C 5.13880 -1.07892 -5.06077
C 5.04279 -0.15482 -6.10872
C 6.19026 0.39460 -6.67884
C 3.92474 -1.62002 -4.42334
C 2.98192 -0.76328 -3.84234
C 1.80989 -1.27083 -3.28394
N 1.56342 -2.59828 -3.29837
C 2.46160 -3.45990 -3.82791
C 3.64990 -2.99073 -4.39268
C 0.29768 -3.12275 -2.74970
H 9.26900 -0.12814 -7.17403
H 9.11048 1.23674 -6.00500
H 8.34305 1.33824 -7.61969
H 8.55760 -1.10705 -4.91234
H 6.56655 -2.15024 -3.82699
H 4.07116 0.14844 -6.49644
H 6.13384 1.11729 -7.48884
H 3.14907 0.31283 -3.81527
H 1.06459 -0.61925 -2.83360
H 2.21214 -4.51767 -3.80569
H 4.34136 -3.71026 -4.82843
H 0.54172 -3.85144 -1.97322
H -0.24947 -3.58994 -3.57344
H -0.29241 -2.30662 -2.32505


87
Properties=species:S:1:pos:R:3 method="wB97M-V/def2-TZVPD" spin_multiplicity=1 e_above_lowest_kj_mol=64.3 homo_lumo_gap_ev=5.98 charge=+3 homo_energy_ev=-16.6
V -1.36725 0.35521 0.72938
C -2.28624 -0.40404 -4.90524
S -1.86250 1.05137 -3.92669
C -1.86583 0.43720 -2.33682
S -1.53512 1.65005 -1.08791
N -2.11607 -0.79667 -2.02691
N -2.06482 -0.97076 -0.66554
C -2.33968 -2.14282 -0.21388
C -2.47974 -2.26023 1.23333
C -2.89470 -3.40527 1.87782
C -3.16249 -3.33283 3.24605
C -3.01484 -2.12253 3.89781
C -2.56466 -1.01765 3.18425
N -2.27520 -1.08584 1.88360
H -2.08671 -0.11890 -5.93570
H -3.33930 -0.64170 -4.78230
H -1.66106 -1.24558 -4.62224
H -2.56672 -2.95834 -0.89434
H -3.03670 -4.32429 1.32546
H -3.50099 -4.20952 3.78188
H -3.24530 -2.01878 4.94836
H -2.41730 -0.05917 3.66430
C 3.78314 -2.89211 1.16816
C 2.52603 -3.66012 1.57013
C 1.76430 -4.28675 0.39866
C 0.77443 -3.36018 -0.30133
N 1.42552 -2.27821 -1.04780
C 1.58770 -1.00038 -0.67202
Se 0.90779 -0.25613 0.93905
N 2.45994 -0.38700 -1.48377
C 2.99707 0.98025 -1.38387
C 2.15219 1.99915 -2.12490
C 2.67062 3.42265 -1.92109
C 4.01148 3.67941 -2.60008
C 2.86608 -1.30291 -2.44886
C 3.74068 -1.17099 -3.52842
C 3.92380 -2.29544 -4.29956
C 3.26181 -3.50887 -4.01951
C 2.39498 -3.63768 -2.95821
C 2.20951 -2.49686 -2.17603
H 4.35893 -2.60241 2.04563
H 3.57282 -1.97654 0.60841
H 4.42999 -3.51093 0.54582
H 1.84977 -3.01694 2.14631
H 2.81853 -4.46101 2.24942
H 1.18351 -5.14681 0.73834
H 2.47491 -4.67498 -0.33426
H 0.11549 -2.88470 0.42899
H 0.16200 -3.91262 -1.01702
H 4.00298 0.92484 -1.79609
H 3.09619 1.22157 -0.32347
H 1.12520 1.91441 -1.77250
H 2.14746 1.75359 -3.19074
H 2.75380 3.62688 -0.84857
H 1.92484 4.11900 -2.30976
H 4.81467 3.08058 -2.16933
H 4.30610 4.72163 -2.49820
H 3.95629 3.45685 -3.66634
H 4.25089 -0.24560 -3.75209
H 4.59514 -2.25168 -5.14544
H 3.44787 -4.36279 -4.65544
H 1.90048 -4.57399 -2.74579
C 0.57827 3.43233 1.66075
Si -0.58925 2.60437 2.84749
C -1.41993 3.75837 4.03044
C 0.13860 1.19044 3.83426
N -1.88711 1.74260 1.70875
C -3.16090 2.31703 1.49663
C -4.22820 1.48811 1.11453
C -5.45809 2.03949 0.81057
C -5.63073 3.41914 0.87349
C -4.57296 4.24510 1.23890
C -3.34202 3.70273 1.55744
H 1.59664 3.38489 2.05098
H 0.32423 4.48865 1.55865
H 0.58501 2.99598 0.66073
H -0.81285 3.74709 4.93928
H -2.43008 3.45942 4.31067
H -1.45375 4.78441 3.66948
H 1.19047 1.40790 4.03109
H 0.09859 0.18374 3.41614
H -0.36315 1.14932 4.80336
H -4.11645 0.40878 1.10934
H -6.28420 1.39923 0.53394
H -6.59467 3.85168 0.64180
H -4.70845 5.31635 1.27702
H -2.52070 4.35774 1.80117


94
Properties=species:S:1:pos:R:3 method="wB97M-V/def2-TZVPD" spin_multiplicity=1 homo_lumo_gap_ev="7.77 / 7.77" charge=+1 homo_energy_ev="-10.3 / -10.3"
Co 0.31006 -0.19569 0.07708
C 1.47237 -2.44714 0.17953
N 0.38603 -3.23707 -0.35234
C 0.75403 -4.40688 -1.14399
C -0.87280 -2.75922 -0.29878
N -1.05741 -1.52173 0.12242
C -2.32497 -0.96621 0.40323
C -3.47221 -1.64701 0.79627
C -4.68343 -0.98001 0.89606
C -4.75709 0.36859 0.58074
C -3.60154 1.07127 0.27728
C -2.36553 0.42819 0.27664
N -1.12691 1.07213 0.08788
C -1.04401 2.40500 0.26323
N -1.71034 3.06062 1.23070
C -2.18599 4.42944 1.05177
C -2.16857 2.44687 2.46812
N -0.26516 3.14378 -0.55782
C 0.49962 4.28952 -0.08651
C -0.15339 2.84168 -1.97841
N -1.88239 -3.58837 -0.70150
C -2.01713 -4.93846 -0.19028
C -2.85929 -3.14152 -1.67430
H 2.42396 -2.87886 -0.11293
H 1.46952 -2.35738 1.26218
H 1.55791 -1.44535 -0.31852
H 1.65899 -4.17803 -1.70444
H -0.03453 -4.64293 -1.85049
H 0.94637 -5.27556 -0.51284
H -3.42435 -2.70486 1.01140
H -5.57012 -1.52210 1.19563
H -5.70889 0.88274 0.59838
H -3.65551 2.13239 0.06598
H -2.14747 4.71428 0.00503
H -1.60673 5.14194 1.64034
H -3.22217 4.47211 1.39012
H -1.73296 1.46338 2.58965
H -3.25755 2.36497 2.46784
H -1.86207 3.08266 3.30052
H 0.45460 4.35056 0.99658
H 0.13630 5.22574 -0.51611
H 1.54123 4.14485 -0.37417
H -0.43221 1.80816 -2.17073
H 0.87416 2.99280 -2.30355
H -0.80240 3.51681 -2.54490
H -1.23993 -5.14453 0.54219
H -1.95586 -5.68356 -0.98797
H -2.98698 -5.05106 0.30373
H -2.61004 -2.12970 -1.98531
H -3.87657 -3.15351 -1.27592
H -2.82129 -3.80093 -2.54706
O 5.31786 -1.36500 2.37846
S 5.16200 -1.19136 0.96712
O 5.55061 -2.24561 0.07880
N 3.58116 -0.78564 0.63369
C 3.49148 0.41368 0.18186
S 2.01462 1.20111 -0.24451
C 4.77917 1.15949 0.04100
C 5.01550 2.44445 -0.41403
C 6.32801 2.90013 -0.44044
C 7.37716 2.08998 -0.01859
C 7.14144 0.79801 0.43913
C 5.83411 0.36367 0.45115
H 4.19918 3.07289 -0.74432
H 6.53950 3.90018 -0.79478
H 8.38955 2.46981 -0.04727
H 7.95008 0.16055 0.76965
O 1.69671 -0.33791 2.66806
B 0.50833 -0.20712 1.97933
O -0.57504 -0.23564 2.84899
C -0.02613 -0.36667 4.11463
C -0.66592 -0.43781 5.32970
C 0.15593 -0.57590 6.44741
C 1.54098 -0.64271 6.33021
C 2.17480 -0.57389 5.09082
C 1.34992 -0.43218 4.00010
H -1.74339 -0.39586 5.41141
H -0.29532 -0.63788 7.42825
H 2.14157 -0.75350 7.22263
H 3.24915 -0.62523 4.98166
C -2.94517 -1.24282 -4.51702
P -1.52706 -0.16104 -4.24324
C -0.42227 -0.47479 -5.62929
C -2.18696 1.49689 -4.52086
O -0.85583 -0.33163 -2.91845
H -3.38840 -1.04253 -5.49285
H -3.69587 -1.06724 -3.74509
H -2.63086 -2.28583 -4.48177
H -0.91416 -0.28683 -6.58416
H -0.08628 -1.51117 -5.59665
H 0.44923 0.17364 -5.53807
H -2.81188 1.52172 -5.41377
H -1.37084 2.20785 -4.64407
H -2.78605 1.78688 -3.65651


83
Properties=species:S:1:pos:R:3 method="wB97M-V/def2-TZVPD" spin_multiplicity=1 e_above_lowest_kj_mol=0.0 homo_lumo_gap_ev=7.20 homo_energy_ev=-6.7
Ca -0.05473 1.71315 -0.29194
C 2.53872 1.24510 4.38022
C 1.80798 0.78387 3.11426
C 0.36717 0.44076 3.45438
C 1.91918 1.87773 2.06982
C 2.74253 1.66816 0.95110
C 2.88409 2.59377 -0.08694
C 2.38918 3.88124 0.03692
C 2.70689 4.95308 -0.93959
C 1.51958 4.05937 1.14867
C 1.30413 3.09739 2.11597
H 2.59330 0.50652 5.19366
H 1.92330 2.11653 4.75910
H 3.54006 1.62989 4.15009
H 2.33095 -0.07249 2.70292
H -0.24888 1.28297 3.74388
H 0.24559 -0.26283 4.31699
H -0.13117 -0.07407 2.62137
H 3.15836 0.71847 0.81736
H 3.65911 2.31911 -0.89643
H 1.77763 5.27381 -1.41619
H 3.37588 4.56980 -1.69506
H 3.14073 5.73387 -0.38227
H 1.05778 5.05437 1.33548
H 0.62387 3.41091 2.92402
C -4.65532 -1.18555 0.98362
C -3.90316 0.11235 0.85373
C -3.32282 0.43214 2.22381
P -2.56489 0.23552 -0.41383
C -3.45382 0.74723 -1.92079
C -2.56728 0.78812 -3.14999
C -4.73527 0.01928 -2.25402
C -1.98719 -1.44532 -0.87425
C -2.79663 -2.51583 -1.26466
C -2.31220 -3.75149 -1.66306
C -3.27760 -4.84049 -2.07299
C -0.93188 -3.95260 -1.61433
C -0.10832 -2.87693 -1.32422
C -0.57974 -1.60555 -0.88228
N 0.28223 -0.56254 -0.59852
C 1.61440 -0.94062 -0.50366
C 2.06893 -1.74042 0.58459
C 1.16459 -2.46961 1.57549
C 3.42459 -2.00349 0.63554
C 4.32085 -1.42101 -0.27807
C 5.80096 -1.68228 -0.09275
C 3.82692 -0.75337 -1.39323
C 2.48208 -0.47833 -1.50744
C 1.87521 0.29180 -2.68047
H -5.23228 -1.15364 1.94362
H -4.04256 -2.07601 1.09298
H -5.34887 -1.37312 0.12810
H -4.65813 0.90359 0.56879
H -2.52948 -0.23714 2.47993
H -4.10287 0.44399 2.97522
H -2.87343 1.45759 2.27152
H -3.64414 1.83184 -1.68782
H -2.09201 -0.16691 -3.28252
H -1.79967 1.54306 -3.02501
H -3.10935 1.06169 -4.07784
H -4.64149 -1.02012 -2.45843
H -5.22068 0.37992 -3.17792
H -5.44576 0.07839 -1.43134
H -3.85792 -2.38837 -1.10782
H -3.28155 -5.67551 -1.34006
H -3.12749 -5.22570 -3.08471
H -4.30595 -4.47562 -2.09463
H -0.52812 -4.88018 -2.04375
H 1.00052 -3.04176 -1.25299
H 0.11853 -2.33207 1.36989
H 1.37481 -2.03168 2.55322
H 1.45014 -3.53005 1.54273
H 3.77102 -2.64058 1.46056
H 6.08267 -2.67217 -0.38979
H 6.08344 -1.52320 0.97294
H 6.32168 -0.97368 -0.70667
H 4.53563 -0.43637 -2.12668
H 2.60244 0.45275 -3.51192
H 1.57306 1.29145 -2.36112
H 1.06290 -0.22679 -3.16231
O -1.71962 3.91111 -0.06907
S -1.14991 4.31880 -1.42543
N -0.10143 3.48498 -2.03767


87
Properties=species:S:1:pos:R:3 method="wB97M-V/def2-TZVPD" s2=6.050 spin_multiplicity=5 e_above_lowest_kj_mol=25.4 homo_lumo_gap_ev="5.84 / 4.27" charge=+2 homo_energy_ev="-10.7 / -12.8"
P -3.70252 3.65335 -2.49712
C -5.55665 3.51830 -2.51836
C -6.44685 4.50715 -2.06619
H -6.08202 5.39105 -1.54331
C -7.82683 4.38424 -2.29226
H -8.49962 5.18054 -1.96585
C -8.33979 3.25306 -2.93122
H -9.41490 3.16581 -3.11957
C -7.46778 2.23046 -3.32071
H -7.86367 1.33464 -3.80185
C -6.09275 2.35160 -3.10077
H -5.42176 1.54553 -3.39582
C -3.56546 5.21134 -1.49851
C -3.59814 5.06347 -0.09906
H -3.58401 4.06226 0.33319
C -3.67793 6.18130 0.73175
H -3.72684 6.04105 1.81038
C -3.70166 7.46498 0.18388
H -3.78326 8.33830 0.83660
C -3.61668 7.62630 -1.19765
H -3.61883 8.62508 -1.63671
C -3.53355 6.50881 -2.03907
H -3.45848 6.65964 -3.11638
C -3.50715 4.40866 -4.18534
C -4.55520 4.91014 -4.97724
H -5.59524 4.77863 -4.67865
C -4.28617 5.60401 -6.16679
H -5.11169 6.01664 -6.75031
C -2.96942 5.76893 -6.60408
H -2.75903 6.32317 -7.52376
C -1.92494 5.21243 -5.85764
H -0.89598 5.32082 -6.20368
C -2.18862 4.52415 -4.66964
H -1.37158 4.07549 -4.10308
Os -0.30447 0.51865 -0.27730
C 1.16426 1.76117 0.25341
C 0.95517 3.09559 0.38063
H 2.16599 1.35914 0.45399
C -0.42198 3.59352 -0.00217
O -0.27081 4.49244 -1.11928
H -1.15176 4.87079 -1.35681
C -1.23885 2.40876 -0.39577
H -0.87937 4.12192 0.85194
C -1.96960 1.78351 -1.23151
Cl 1.24204 -1.05857 0.85180
Cl -1.84362 -1.34024 -0.88204
P -1.28967 0.02376 1.81769
C -1.29653 -1.69081 2.46034
H -0.30864 -1.94998 2.85283
H -1.54662 -2.37783 1.64602
H -2.04554 -1.78715 3.25582
C -0.45661 0.99498 3.11376
H -0.44442 2.05095 2.82248
H 0.57596 0.64407 3.21482
H -0.99104 0.88315 4.06505
C -3.05469 0.46091 1.93438
H -3.62294 -0.15088 1.22490
H -3.19124 1.51981 1.69173
H -3.40091 0.26749 2.95859
P 2.37651 4.20151 0.70805
C 3.54876 3.33400 1.73635
C 1.77244 5.66987 1.53342
H 3.89664 2.42695 1.23251
H 3.08164 3.05862 2.68903
H 4.40469 3.98981 1.93123
H 0.90930 6.07503 0.98998
H 2.57982 6.41455 1.55458
H 1.48171 5.42224 2.56294
C 3.06897 4.60743 -0.89121
H 3.76625 3.81770 -1.19651
H 3.59654 5.56652 -0.82684
H 2.24483 4.67390 -1.61286
H -2.81586 1.45239 -1.82201
C 1.15421 -3.94305 -2.08176
N 0.78819 -2.53954 -2.07586
C 1.61185 -1.49847 -2.15402
S 0.96537 0.10220 -2.30624
N 2.95198 -1.63993 -2.16058
C 3.67955 -2.68460 -1.43654
H 1.48988 -4.27500 -1.09073
H 1.92348 -4.14925 -2.83080
H 0.26045 -4.51472 -2.34113
H -0.19576 -2.30082 -1.87309
H 3.43900 -0.74623 -2.24496
H 4.70009 -2.32584 -1.27470
H 3.22920 -2.90009 -0.45835
H 3.73496 -3.59516 -2.04218


Number 1: E -50311.77905 eV. Number 2: E -163398.39720 eV. Number 3: E -123843.22489 eV. Number 4: E -77506.86016 eV. Number 5: E -105139.36782 eV.